Entry 1:
A cluster of 13 separate species, C47H99N5O13 in total at a distorted geometry, computed with ωB97M-V/def2-TZVPD.

The geometry in XYZ format:
```
164
Properties=species:S:1:pos:R:3
C 1.42966 1.09976 -0.82977
O 2.18680 1.25345 -1.78981
N 0.68165 0.06808 -0.43189
C -0.41232 0.43710 0.43544
C 0.68841 -1.26539 -0.99199
H 1.28890 2.03662 -0.26880
H -0.28285 1.41074 0.90806
H -0.36115 -0.35215 1.18548
H -1.36378 0.46010 -0.09589
H 0.53091 -2.11326 -0.32535
H -0.07160 -1.19630 -1.77028
H 1.63097 -1.46630 -1.50122
C 5.93532 -2.05892 -6.48965
O 5.77255 -3.28697 -6.48240
N 7.03567 -1.52112 -6.97306
C 8.11262 -2.45630 -7.43854
C 7.00567 -0.15258 -7.42741
H 5.11239 -1.34351 -6.33739
H 7.99056 -2.79491 -8.46740
H 8.39189 -3.29963 -6.80696
H 8.91780 -1.73307 -7.56786
H 7.09619 -0.38067 -8.48943
H 6.07265 0.38241 -7.25033
H 7.78669 0.59314 -7.27910
C 9.87330 -1.30984 1.62584
O 10.29923 -0.74393 2.61526
N 9.30480 -0.72064 0.50593
C 8.84920 -1.48537 -0.67293
C 9.13456 0.72380 0.33515
H 9.96225 -2.40673 1.59219
H 8.68268 -2.53408 -0.42681
H 9.51288 -1.49063 -1.53759
H 7.92514 -1.05327 -1.05700
H 8.20400 1.01792 0.82057
H 10.04408 1.23982 0.64273
H 9.18408 0.93232 -0.73358
C 2.62639 -3.43319 6.27454
O 1.46435 -3.40105 5.91169
N 2.95331 -3.18502 7.57981
C 4.37211 -3.31678 7.96500
C 1.96886 -3.04446 8.63497
H 3.51580 -3.67143 5.67090
H 4.56876 -2.75848 8.88028
H 5.15330 -3.18352 7.21661
H 4.53405 -4.37655 8.16189
H 0.98442 -2.61645 8.44579
H 1.76554 -4.05651 8.98499
H 2.43499 -2.53751 9.47984
C -4.00091 9.35016 5.39675
O -4.52019 9.97134 6.32082
N -4.70215 8.71583 4.45983
C -4.01870 8.11097 3.30319
C -6.18692 8.62188 4.45905
H -2.93913 9.34155 5.10566
H -4.50985 8.50741 2.41453
H -4.32377 7.06455 3.30891
H -2.94645 8.25846 3.17423
H -6.66455 8.95407 3.53731
H -6.58479 7.60916 4.52376
H -6.60466 9.20868 5.27714
C 4.13554 3.81803 6.18528
C 4.25221 5.38543 6.37151
C 2.94309 5.93752 5.86849
O 2.14240 4.83957 5.32731
C 2.61637 3.61836 5.91948
H 4.35107 3.40769 7.17183
H 4.81196 3.28052 5.52074
H 5.02171 5.76691 5.70037
H 4.54151 5.68389 7.37915
H 3.12357 6.73678 5.14967
H 2.38483 6.34906 6.70936
H 2.41174 2.72959 5.32255
H 1.96239 3.41919 6.76845
C 0.75788 -8.65979 -7.31234
C -0.30994 -9.28769 -8.12807
C -1.33802 -9.71985 -7.09222
O -0.82128 -9.46844 -5.86379
C 0.01177 -8.37640 -6.06666
H 1.15730 -7.76145 -7.78303
H 1.60345 -9.28983 -7.03636
H 0.02507 -10.23667 -8.54675
H -0.71904 -8.84385 -9.03567
H -1.63994 -10.74103 -7.32490
H -2.19537 -9.06084 -7.22914
H 0.74934 -8.18110 -5.28823
H -0.46041 -7.40365 -6.20417
C -5.50145 0.68220 7.38975
C -6.79737 0.09002 7.89819
C -7.90329 1.10435 7.41214
O -7.21030 2.31047 7.20087
C -5.90555 2.10802 6.82323
H -4.85076 0.04475 6.79113
H -4.83105 0.91841 8.21610
H -6.72127 0.09742 8.98551
H -6.89981 -0.95507 7.60597
H -8.60793 1.31394 8.21689
H -8.49723 0.87380 6.52773
H -5.42825 2.95429 7.31731
H -5.97049 2.17030 5.73695
C 4.67961 7.69330 -4.26574
C 3.94925 8.92702 -3.92834
C 3.88886 8.91492 -2.42799
O 5.01508 8.17228 -2.11473
C 5.68190 7.52408 -3.22941
H 5.18301 7.71713 -5.23226
H 4.14551 6.74559 -4.33416
H 2.98820 8.82182 -4.43174
H 4.58226 9.75047 -4.25901
H 2.94598 8.41600 -2.20408
H 4.06897 9.84901 -1.89586
H 5.95509 6.47679 -3.10043
H 6.54195 8.18703 -3.32375
C -1.33429 1.50143 -9.36921
C -1.42982 -0.00277 -8.93142
C -2.58709 0.02330 -7.91279
O -3.51720 0.63065 -8.71686
C -2.89146 1.79892 -9.37354
H -0.81115 1.55579 -10.32393
H -0.80705 2.09952 -8.62598
H -0.48047 -0.31530 -8.49648
H -1.62764 -0.61727 -9.80969
H -2.44848 0.63855 -7.02377
H -2.84504 -1.00463 -7.65795
H -3.11122 2.61185 -8.68148
H -3.42140 2.04351 -10.29411
C 4.56522 -9.92314 3.74243
C 4.79049 -10.14559 5.18977
C 3.41652 -10.74736 5.72571
O 2.48176 -9.99558 4.94080
C 3.10334 -9.68496 3.62494
H 4.81194 -10.80191 3.14663
H 5.12790 -9.04618 3.42241
H 4.86998 -9.15099 5.62859
H 5.61229 -10.84396 5.34796
H 3.06993 -10.66995 6.75623
H 3.49382 -11.83422 5.69645
H 2.93849 -8.67891 3.23921
H 2.66446 -10.47344 3.01356
C -9.60243 4.37849 -1.10221
C -8.65769 3.47983 -1.84553
C -7.21389 3.99674 -1.77789
O -7.36526 5.24913 -1.16469
C -8.75917 5.63114 -1.31677
H -9.63289 4.18437 -0.03007
H -10.59320 4.39341 -1.55636
H -8.92609 3.50339 -2.90172
H -8.58736 2.49392 -1.38606
H -6.77615 4.28751 -2.73285
H -6.59260 3.31096 -1.20187
H -8.83627 5.92611 -2.36326
H -9.15038 6.45218 -0.71598
C -7.87836 -2.88937 -2.27304
C -7.39925 -3.42027 -0.87758
C -8.59961 -3.17726 -0.06204
O -9.75729 -3.22832 -0.88914
C -9.44799 -2.81610 -2.22284
H -7.82569 -3.49171 -3.17996
H -7.59941 -1.85136 -2.45425
H -6.56226 -2.81162 -0.53541
H -7.19504 -4.49093 -0.88723
H -8.81210 -2.14751 0.22527
H -8.58454 -3.89370 0.75930
H -9.86273 -1.87276 -2.57811
H -9.92791 -3.63675 -2.75606
```

Properties
* HOMO level: -0.337 Eh
* energy relative to the best compared isomer or geometry (same formula, charge and spin): 2.932 eV
* total energy: -3101.64996 hartree


Entry 2:
A cluster of 5 separate species, C20H40O10S5 in total at a distorted geometry, computed with ωB97M-V/def2-TZVPD.

The geometry in XYZ format:
```
75
Properties=species:S:1:pos:R:3
O -6.03883 -4.60779 3.12706
S -5.22115 -3.42493 3.05203
O -5.51782 -2.25267 2.24559
C -4.88516 -2.83598 4.78225
C -3.41982 -3.22654 5.08967
C -2.64085 -3.24755 3.76020
C -3.50084 -3.93435 2.70577
H -5.64289 -3.42168 5.29224
H -4.90529 -1.75478 4.71842
H -3.01038 -2.41744 5.69756
H -3.27487 -4.10228 5.72345
H -1.68992 -3.77197 3.72508
H -2.56145 -2.17525 3.54877
H -3.56481 -4.95683 3.10009
H -3.18490 -3.97308 1.67002
O 0.72645 -3.05801 2.79428
S 0.56009 -2.97052 1.35076
O 0.17194 -4.11640 0.53831
C -0.70121 -1.63748 1.10267
C -0.18696 -0.81996 -0.08065
C 1.28428 -0.62196 0.16208
C 1.85248 -1.99297 0.46294
H -0.84236 -1.04584 2.00340
H -1.61143 -2.18894 0.86519
H -0.36814 -1.40839 -0.98238
H -0.66154 0.16296 -0.10118
H 1.41425 -0.00044 1.05700
H 1.82728 -0.06008 -0.59877
H 2.72867 -2.03787 1.11375
H 2.16216 -2.49562 -0.45568
O 6.38647 -1.09246 -5.85575
S 6.11839 -1.17408 -4.42836
O 7.17118 -1.63861 -3.53705
C 5.36935 0.44457 -3.84363
C 3.89930 0.13401 -3.51494
C 3.46354 -1.14596 -4.28641
C 4.61050 -2.13714 -4.13006
H 5.48360 0.99672 -4.77526
H 5.94416 0.88856 -3.03827
H 3.71885 -0.05346 -2.45916
H 3.37906 0.97946 -3.96197
H 3.31065 -0.85325 -5.32747
H 2.49203 -1.47826 -3.92696
H 4.54995 -3.06030 -4.70095
H 4.61319 -2.45203 -3.08292
O 0.65494 1.59470 -5.18760
S 0.26869 2.67138 -4.30852
O -0.85364 3.51110 -4.67479
C 0.00051 2.10064 -2.57795
C 1.22741 2.61972 -1.81319
C 1.70604 3.92573 -2.42629
C 1.74740 3.69939 -3.92998
H -0.03410 1.01425 -2.64433
H -0.96353 2.48961 -2.26446
H 0.93181 2.63551 -0.75963
H 2.05974 1.91008 -1.78767
H 2.66135 4.27449 -2.03897
H 0.98270 4.71075 -2.18575
H 2.62572 3.11628 -4.22613
H 1.83302 4.51087 -4.65257
O -1.53328 1.42652 4.81203
S -1.37142 1.89951 3.46014
O -0.17062 1.64870 2.68156
C -2.79175 1.48015 2.33042
C -3.33564 2.82142 1.78015
C -2.36064 3.98063 2.05494
C -1.70299 3.67001 3.38780
H -3.49315 0.90997 2.93468
H -2.36758 0.84941 1.55380
H -3.50250 2.69101 0.71074
H -4.33234 2.97171 2.19631
H -2.79792 4.95556 1.86215
H -1.56562 3.89750 1.30097
H -2.50534 3.81715 4.12070
H -0.82442 4.23308 3.69065
```

Properties
* HOMO level: -0.374 Eh
* energy relative to the best compared isomer or geometry (same formula, charge and spin): 1.639 eV
* total energy: -3529.28020 hartree
* SMILES: O=S1(=O)CCCC1.O=S1(=O)CCCC1.O=S1(=O)CCCC1.O=S1(=O)CCCC1.O=S1(=O)CCCC1